Formula: C9H16O7Si
Source: the Open Molecules 2025 dataset
Level of theory: the ωB97M-V functional and the def2-TZVPD basis

Calculated values
E_LUMO = 0.129 eV
Max |F| = 2.10 eV/A
SMILES = C=CC[SiH2]O.O=C1OCCO1.O=C1OCCO1

Geometry as XYZ:
```
33
Properties=species:S:1:pos:R:3:forces:R:3
C -0.12863 4.58637 3.72202 -0.2 -0.4 -0.1
C -1.11851 3.65236 3.91115 0.3 0.3 -0.2
C -1.98884 3.14216 2.78166 1.6 -1.2 -0.2
Si -1.28709 3.32031 1.02396 0.3 -0.5 0.1
O -0.94691 1.76653 0.44268 -0.1 0.6 0.4
H -0.19580 5.61639 4.05616 0.9 -0.5 1.8
H 0.75133 4.30797 3.15510 -0.7 0.7 -1.7
H -1.32732 3.27572 4.91154 -1.4 1.2 0.3
H -2.22877 2.08350 2.91650 -0.4 0.0 -0.1
H -2.90603 3.72681 2.84150 -0.1 0.0 0.1
H -0.00809 4.04996 0.96273 0.0 0.1 0.0
H -2.25510 4.01538 0.16405 -0.1 -0.2 -0.2
H -0.20637 1.44692 0.98015 -0.1 -0.3 -0.4
C -1.31208 -0.53890 -1.96504 0.1 0.5 0.0
C -1.55532 -1.35724 -0.72416 0.0 0.1 0.3
O -1.87535 -2.64564 -1.26875 0.1 0.1 -0.1
C -1.32396 -2.72202 -2.50325 0.1 0.0 0.0
O -1.25179 -3.71960 -3.14852 0.1 -0.1 0.0
O -0.85660 -1.51788 -2.90444 -0.2 -0.2 0.1
H -0.56257 0.23267 -1.81746 0.1 -0.1 -0.1
H -2.22463 -0.07957 -2.35011 0.0 -0.1 0.0
H -0.66285 -1.44597 -0.10286 0.0 0.0 -0.1
H -2.37215 -0.97044 -0.12172 -0.1 -0.2 0.0
C 3.31529 -3.85338 -1.50673 0.1 -0.2 -0.1
C 2.39174 -3.05869 -2.40153 -0.1 -0.2 -0.3
O 1.79194 -2.14318 -1.47865 0.1 0.0 0.1
C 2.62455 -2.00454 -0.42054 0.0 0.0 0.1
O 2.48906 -1.19096 0.43570 -0.1 0.0 0.0
O 3.62538 -2.91384 -0.46978 -0.1 0.0 -0.1
H 4.21946 -4.18141 -2.01271 0.1 0.1 0.1
H 2.82297 -4.71905 -1.06032 0.0 0.0 0.0
H 2.92879 -2.49002 -3.16250 0.0 0.0 0.1
H 1.63426 -3.67071 -2.88585 -0.2 0.1 0.1
```
Positions in Å, forces in eV/Å.



Formula: C4H5NOS
Source: the Open Molecules 2025 dataset
Level of theory: the ωB97M-V functional and the def2-TZVPD basis

Calculated values
Relative energy (zero: lowest compared OMol25 entry of this formula, charge and spin) = 248.1 kJ/mol
E_LUMO = 0.283 eV
Max |F| = 4.74 eV/A

Geometry as XYZ:
```
12
Properties=species:S:1:pos:R:3:forces:R:3
C 0.78699 -0.37805 -0.18623 -0.1 -1.6 -0.9
C 1.03360 0.85718 -0.56788 -0.8 1.6 1.6
C -1.84369 0.09919 0.01407 1.3 -3.6 2.0
C -0.26916 -0.86828 0.70845 -2.1 4.2 -0.5
N -1.50595 1.37575 -0.14706 -0.8 2.6 -1.1
O -2.82751 -0.61510 -0.15501 1.7 2.4 -0.2
S 0.06806 2.11812 0.21374 -1.1 -1.1 0.1
H 1.17399 -1.20340 -0.74522 0.9 -0.2 -0.6
H 1.64728 1.35265 -1.26237 1.2 -0.6 -1.0
H -0.60571 -1.82961 0.47916 -0.2 -1.5 0.1
H -0.11728 -0.61028 1.77059 -0.4 -0.1 -0.5
H -2.06161 2.11026 -0.68850 0.6 -2.0 1.0
```
Positions in Å, forces in eV/Å.



Formula: H28NeO14
Source: the Open Molecules 2025 dataset
Level of theory: the ωB97M-V functional and the def2-TZVPD basis

Calculated values
Relative energy (zero: lowest compared OMol25 entry of this formula, charge and spin) = 39.0 kJ/mol
E_LUMO = -0.531 eV
Max |F| = 1.02 eV/A

Geometry as XYZ:
```
43
Properties=species:S:1:pos:R:3:forces:R:3
Ne -14.19393 -1.39308 14.38168 0.0 -0.1 0.0
O -12.39987 0.88876 13.66087 0.5 0.0 -0.3
H -12.07255 0.52447 14.48329 0.1 -0.2 0.5
H -13.34031 0.99602 13.80336 -0.7 0.2 -0.1
O -14.29121 -2.25357 17.37437 0.2 -0.1 0.2
H -14.88426 -1.50485 17.31163 -0.1 0.5 -0.1
H -14.74524 -2.95868 16.91294 0.1 -0.3 -0.2
O -11.36129 -3.52115 17.25394 -0.2 -0.4 0.0
H -10.44806 -3.29985 17.07149 0.3 0.1 0.0
H -11.82849 -2.68863 17.18432 -0.3 0.5 0.3
O -13.82014 -2.83148 11.11453 0.6 0.3 -0.2
H -14.16298 -3.40029 11.80384 -0.3 -0.4 0.1
H -14.53758 -2.22752 10.92282 -0.1 0.2 0.0
O -11.73586 -3.35488 14.39683 -0.2 -0.4 -0.1
H -11.72742 -3.12267 15.32539 0.0 -0.1 0.4
H -11.17446 -2.70070 13.98075 0.1 0.4 -0.7
O -15.48961 -4.65390 12.52316 -0.4 0.3 -0.2
H -15.18087 -4.98008 13.36845 0.5 -0.2 0.7
H -16.21788 -5.23146 12.29452 -0.1 -0.1 -0.3
O -15.31652 1.49821 13.82426 0.5 0.6 0.2
H -15.74072 1.42252 14.67899 -0.1 -0.2 0.3
H -15.81155 0.90669 13.25745 -0.1 -0.4 -0.4
O -16.27066 0.17455 16.23908 0.4 0.9 0.2
H -16.85022 0.65650 16.82904 -0.3 0.2 0.2
H -16.73712 -0.64146 16.05806 -0.2 -0.8 -0.1
O -13.88814 -5.14875 14.74948 -0.8 -0.3 0.2
H -13.16988 -4.60766 14.42155 0.7 0.6 -0.3
H -13.56736 -5.49421 15.58254 0.1 -0.2 0.2
O -17.48986 -2.23586 16.16284 -0.1 0.1 0.0
H -17.08345 -3.06188 16.42510 0.2 -0.2 0.1
H -17.98273 -2.45161 15.37116 -0.2 -0.1 -0.3
O -16.73979 0.22513 11.91149 0.0 -0.1 -0.1
H -17.25839 -0.56452 11.75744 0.0 -0.3 0.0
H -17.37359 0.94103 11.86667 -0.2 0.3 -0.1
O -11.22120 -1.30273 12.15290 0.7 -0.5 0.1
H -11.66548 -0.61576 12.64981 -0.4 0.7 0.2
H -11.91452 -1.92351 11.92893 -0.5 -0.2 -0.3
O -11.54315 -0.46557 16.37966 0.3 -0.4 -0.4
H -10.97829 0.28779 16.55173 0.2 0.2 0.1
H -12.32929 -0.29990 16.90001 -0.6 0.3 0.3
O -13.86444 1.08765 17.53190 0.5 0.0 0.1
H -14.30494 1.27709 18.36034 0.0 0.0 0.3
H -14.57667 0.94451 16.90863 -0.3 -0.2 -0.4
```
Positions in Å, forces in eV/Å.



Formula: C34H47O16S3V2
Source: the Open Molecules 2025 dataset
Level of theory: the ωB97M-V functional and the def2-TZVPD basis

Calculated values
Relative energy (zero: lowest compared OMol25 entry of this formula, charge and spin) = 66.9 kJ/mol
E_LUMO = -7.061 eV
Max |F| = 3.61 eV/A
Charge = +1

Geometry as XYZ:
```
102
Properties=species:S:1:pos:R:3:forces:R:3
O -0.26823 -3.98435 -2.26069 -0.6 1.3 -1.6
V -0.77991 -2.91275 -3.31035 -1.2 1.1 3.2
O -2.24656 -2.48695 -2.85673 2.3 -1.0 -0.9
O 2.97619 0.20442 -3.15316 -0.1 0.1 -0.3
V 1.77486 -0.13238 -4.07333 -2.4 1.1 1.0
O 1.09376 1.22255 -4.53960 1.2 -1.7 0.4
C 1.01725 -1.02402 -0.58637 0.7 -0.8 -0.3
C 0.03598 -0.51630 -1.64825 -0.4 -0.1 3.2
C -0.04327 1.00113 -1.62075 1.3 -0.5 -0.9
O 0.25854 -1.12623 -2.91872 0.9 -0.8 -2.6
H 0.80433 -2.06368 -0.31542 -0.2 0.1 -0.1
H 0.95376 -0.44182 0.33252 -0.1 0.1 -0.1
H 2.06698 -1.05367 -0.90475 -0.1 0.4 -0.1
H -0.89255 -0.89029 -1.20577 -0.4 -0.1 -0.9
H -0.70447 1.35782 -2.40722 -0.1 0.3 0.2
H 0.98553 1.37052 -1.75360 -0.2 0.3 -0.3
H -0.27798 1.35209 -0.61929 -0.6 -0.2 -0.1
C 1.85349 -4.46857 2.08241 0.0 -0.3 0.9
C 0.54550 -3.77127 2.43852 0.4 0.9 -0.8
O -0.48057 -4.66095 2.02658 -0.6 -0.7 0.1
S 0.08008 -5.99750 1.31623 -0.2 0.7 0.9
O -0.69554 -6.26026 0.16415 0.4 0.5 -0.6
O 0.22720 -7.04153 2.26123 0.4 0.1 0.3
O 1.49823 -5.31857 0.99211 -0.2 -0.7 -0.7
H 2.18641 -5.06145 2.93816 0.1 -0.2 -0.2
H 2.66241 -3.81758 1.76533 -0.1 0.1 -0.1
H 0.44560 -2.86713 1.82949 -0.2 0.0 0.1
H 0.46583 -3.47201 3.48043 -0.1 -0.4 0.1
C 3.62344 -4.37173 -1.96646 0.1 0.5 0.0
C 4.96600 -4.16831 -2.66194 -0.5 -0.1 -0.4
O 5.88414 -4.04406 -1.59930 0.7 -0.3 0.4
S 5.42753 -4.81570 -0.25118 0.0 0.6 -0.5
O 5.49003 -3.86386 0.79802 -0.4 0.3 0.0
O 6.03528 -6.07111 -0.05873 0.2 -0.3 -0.4
O 3.94441 -5.05630 -0.76946 -0.5 -0.4 0.4
H 2.93163 -4.97607 -2.54691 0.0 -0.1 0.1
H 3.17692 -3.40448 -1.71352 -0.1 -0.1 0.0
H 4.98287 -3.24364 -3.23879 0.1 0.1 0.1
H 5.18624 -4.98605 -3.35214 0.3 -0.2 0.3
O 6.82686 1.43946 1.11159 0.6 -0.1 0.0
S 5.55021 1.35891 1.71816 -0.8 -0.6 -0.4
O 5.34696 1.56433 3.11348 0.0 0.3 0.4
O 4.61649 2.35186 0.86863 -0.2 -0.4 1.1
C 3.72045 3.22013 1.62170 0.4 1.3 -0.7
C 2.56982 3.50013 0.69978 -1.0 0.4 -0.5
C 4.77358 -0.18523 1.26363 -0.1 1.0 -0.3
H 4.31011 4.11757 1.81950 -0.2 0.1 -0.1
H 3.40020 2.89038 2.60810 0.2 -0.8 -0.2
H 1.91812 4.31354 1.03145 0.1 -0.2 0.5
H 1.93856 2.61574 0.57396 0.0 0.0 0.0
H 2.81699 3.83723 -0.30920 0.7 -0.2 0.1
H 3.70381 -0.05611 1.42520 0.0 -0.1 0.2
H 5.16557 -1.00416 1.85544 0.2 -0.1 -0.2
H 4.95604 -0.20313 0.19088 0.1 -0.7 0.0
C -0.12838 0.56767 2.86374 0.1 -0.1 0.3
C 1.15764 1.06362 3.03218 0.0 0.0 -0.3
C 1.81803 0.94489 4.24391 0.7 -0.2 0.4
C 1.24748 0.25197 5.30067 -0.9 0.6 -0.5
C -0.06695 -0.18750 5.13652 0.4 -0.6 0.6
C -0.76549 -0.02520 3.95403 0.2 -0.2 -0.2
H -0.58443 0.61961 1.88090 -0.2 0.1 0.1
H 1.64618 1.54701 2.19452 0.0 0.0 0.1
H 2.81510 1.34809 4.38810 0.0 0.0 -0.2
H 1.74150 0.17508 6.25787 0.1 -0.2 0.0
H -0.52029 -0.75414 5.94271 -0.2 0.2 0.0
H -1.77360 -0.41856 3.92465 0.0 0.1 -0.3
C -1.87874 3.86997 -0.44733 -0.4 0.5 0.2
C -2.81134 3.72595 0.57388 0.4 -0.7 0.0
C -3.20162 4.82337 1.31513 -0.8 0.7 -0.5
C -2.76192 6.08941 0.94358 0.5 0.0 0.5
C -1.82341 6.24930 -0.06711 0.2 0.1 0.6
C -1.36701 5.13095 -0.73496 -0.1 -0.6 -0.9
H -1.62518 3.02652 -1.07291 0.1 0.0 0.1
H -3.17816 2.72461 0.77272 -0.2 0.2 0.1
H -3.99386 4.78823 2.05233 0.2 -0.4 0.2
H -3.08086 6.94429 1.52657 -0.1 0.0 -0.1
H -1.38659 7.22445 -0.23627 -0.2 0.0 -0.3
H -0.69435 5.18872 -1.58430 0.2 0.3 0.2
C -3.47074 -0.23769 0.06140 -0.1 -1.0 -0.3
C -3.69239 0.15042 1.36506 0.2 0.6 0.7
C -4.98614 0.25408 1.84569 -0.9 0.4 -0.6
C -6.05939 0.00847 0.98559 0.2 -0.6 0.4
C -5.82755 -0.54658 -0.26470 -0.1 0.2 -0.5
C -4.52741 -0.70290 -0.71359 0.4 0.3 0.1
H -2.49274 -0.34389 -0.38835 0.2 0.2 0.4
H -2.89653 0.45760 2.03349 0.2 -0.1 -0.2
H -5.22885 0.62294 2.83332 0.3 -0.1 0.1
H -7.06888 0.15131 1.34808 0.0 0.0 -0.1
H -6.63323 -0.79605 -0.94451 -0.1 -0.1 0.2
H -4.26316 -1.17011 -1.65345 -0.4 0.1 -0.2
C -3.00962 2.30492 -3.96431 -0.2 0.0 0.7
C -3.14950 1.23135 -4.83137 0.8 -0.2 0.2
C -4.34814 0.54723 -4.93094 0.1 0.1 0.4
C -5.42932 0.97679 -4.16508 0.0 -0.3 -0.6
C -5.29297 2.03650 -3.28718 0.0 -0.4 0.6
C -4.06052 2.65078 -3.12128 -0.1 0.5 -0.7
H -2.07079 2.83730 -3.86009 0.1 -0.1 -0.2
H -2.23578 0.88411 -5.30669 -0.3 0.0 -0.4
H -4.42714 -0.35469 -5.52408 -0.1 0.1 -0.2
H -6.36306 0.44678 -4.30640 -0.1 0.1 0.3
H -6.11124 2.30114 -2.62989 -0.1 0.1 -0.1
H -3.94380 3.47326 -2.42690 0.0 -0.1 0.1
```
Positions in Å, forces in eV/Å.



Formula: C7H40O13
Source: the Open Molecules 2025 dataset
Level of theory: the ωB97M-V functional and the def2-TZVPD basis

Calculated values
Relative energy (zero: lowest compared OMol25 entry of this formula, charge and spin) = 0.0 kJ/mol
Multiplicity = 2
E_LUMO (spin up / spin down) = -4.155 / -7.795 eV
Max |F| = 2.18 eV/A
⟨S²⟩ = 0.753
Charge = +1

Geometry as XYZ:
```
60
Properties=species:S:1:pos:R:3:forces:R:3
C -1.09314 -0.68061 -3.28572 -0.8 -0.4 1.0
C -1.66912 0.41112 -2.38825 1.5 0.7 1.4
C -1.25396 0.28757 -0.89608 0.9 0.1 -0.6
C -1.65828 -0.97458 -0.18754 -1.1 -1.1 1.0
C 0.26141 -1.11989 1.45553 0.2 1.0 -1.6
C -1.11585 -1.10923 1.17642 -1.1 -0.8 0.9
C -2.04845 -1.47094 2.24661 0.0 -0.2 0.9
H -0.96605 -0.34772 -4.30822 -0.1 -0.2 -0.2
H -0.15770 -1.08402 -2.89491 0.3 0.5 -0.1
H -1.76165 -1.53494 -3.18002 -0.1 0.0 -0.7
H -1.23286 1.39240 -2.60592 -0.2 0.0 -0.5
H -2.74570 0.55329 -2.36397 -0.2 -0.3 -0.6
H -0.17854 0.39072 -0.70462 0.2 -0.1 -0.9
H -1.56630 1.20249 -0.40210 -0.8 -0.1 0.5
H -1.41992 -1.96323 -0.64282 1.0 0.4 -0.5
H -2.72515 -1.23173 -0.12421 -0.2 0.9 0.0
H 0.80381 -1.14386 2.38152 -0.4 -0.2 0.4
H 0.83201 -0.94885 0.55436 0.5 0.0 0.0
H -2.29400 -2.54124 2.11864 0.0 0.0 -0.2
H -3.00253 -0.96238 2.25222 -0.3 0.2 -0.5
H -1.65231 -1.37513 3.25574 0.4 -0.1 0.0
H -2.05084 -3.87586 -3.33368 0.0 -0.1 0.0
H -0.60540 -4.08054 -2.79797 0.4 0.2 -0.1
O -1.52110 -3.92600 -2.53395 0.0 0.1 -0.1
H -1.77011 2.20198 2.85074 0.1 0.0 0.0
H -1.48954 3.57172 2.29284 -0.2 0.2 -0.3
O -1.11648 2.67549 2.32308 -0.1 -0.2 0.2
H -0.11966 -3.65456 0.67545 0.0 -0.6 -0.2
H 1.12870 -2.88555 0.41137 0.7 -0.2 -0.3
O 0.83673 -3.79032 0.55220 -0.6 0.5 0.3
H 1.87205 1.08034 -1.92047 -0.2 0.6 0.6
H 1.01037 1.16919 -3.20022 0.0 0.1 0.1
O 1.84775 0.86128 -2.84763 0.3 -0.7 -0.8
H 1.10465 4.53836 3.00733 -0.1 0.4 0.2
H 2.45549 3.95596 3.08358 0.4 0.0 0.0
O 1.99436 4.69543 2.66739 -0.4 -0.6 -0.1
H 3.90824 -2.21927 -1.64756 0.1 0.2 -0.1
H 3.36001 -0.86606 -1.11516 0.3 0.0 -0.5
O 3.37684 -1.81423 -0.95679 -0.6 -0.2 0.5
H -1.67627 -4.99228 0.25703 -0.2 -0.2 -0.1
H -1.89372 -4.03125 -0.94073 -0.4 -0.5 0.3
O -2.17683 -4.21349 -0.00941 0.5 0.6 0.3
H 0.73332 1.27355 4.21327 0.2 0.1 0.4
H 0.61682 2.16427 3.01517 0.3 0.1 0.4
O 1.24623 1.93081 3.73094 -0.5 -0.2 -0.6
H 2.10832 2.04222 0.49564 0.1 -0.1 0.0
H 1.08782 2.72326 -0.43693 0.3 -0.1 -0.1
O 1.62106 1.91302 -0.32897 -0.3 0.0 0.5
H -2.59317 4.61626 0.41423 0.1 0.0 -0.2
H -1.25214 5.05926 1.01413 0.3 0.3 -0.7
O -2.19991 5.06010 1.16964 -0.1 -0.2 0.7
H 1.66389 -2.99029 -2.04009 0.3 -0.1 0.0
H 2.06781 -4.20382 -2.92216 0.1 0.0 0.2
O 1.42925 -3.49115 -2.82930 -0.5 0.0 -0.2
H 2.93376 -0.18422 2.70406 -0.2 -0.6 -0.2
H 2.73556 -0.30553 1.06936 0.0 -0.9 0.5
O 3.06005 0.17250 1.82772 0.5 1.6 -0.4
H 0.92057 4.23506 0.83592 0.2 0.2 0.3
H 1.33732 5.24911 -0.18368 -0.1 0.0 -0.2
O 0.65246 4.58603 -0.02305 -0.1 -0.1 0.1
```
Positions in Å, forces in eV/Å.